# 1
The following is a quantum chemistry calculation of a structure of composition C41H47B2NO4S2Zr at a distorted geometry, from the Open Molecules 2025 dataset.

Element x y z (Å)
Zr -0.20128 -0.01638 -0.67620
C -2.24580 -2.89865 3.60506
C -2.31552 -1.37998 3.48731
C -3.28817 -0.98272 2.37659
C -0.95619 -0.71482 3.31009
C 0.23566 -1.43179 3.34494
C 1.46440 -0.78037 3.35534
C 1.54985 0.60682 3.33333
C 2.88171 1.30644 3.41179
C 0.35936 1.32300 3.24678
C -0.86748 0.67733 3.22385
H -3.24945 -3.30197 3.75304
H -1.63067 -3.22164 4.44763
H -1.83704 -3.35234 2.69511
H -2.71115 -0.99645 4.43413
H -2.92282 -1.29905 1.39569
H -3.44529 0.09460 2.32204
H -4.26081 -1.45291 2.53961
H 0.21616 -2.51349 3.37511
H 2.37482 -1.37075 3.41455
H 3.51143 0.87041 4.18885
H 2.75633 2.36662 3.63282
H 3.41998 1.24431 2.46059
H 0.39264 2.40610 3.20731
H -1.77242 1.27405 3.19676
S 1.57075 1.55600 0.14640
C 1.53669 2.76902 -1.16662
C 2.06181 4.03331 -0.86923
C 2.08257 5.04057 -1.81505
C 1.55754 4.79928 -3.08201
C 1.03564 3.55691 -3.38384
C 1.02412 2.51486 -2.44719
S 0.44784 0.92387 -2.97508
H 2.45163 4.21442 0.12519
H 2.49989 6.00771 -1.56631
H 1.55505 5.58041 -3.83166
H 0.62560 3.36398 -4.36742
C 4.08138 -0.02545 -1.70412
N 4.35710 -1.20684 -0.81240
C 5.36806 -0.89034 0.22910
C 3.06851 -1.76017 -0.22371
C 2.27298 -2.36766 -1.33638
C 2.83313 -3.45699 -2.01808
C 2.21132 -4.00350 -3.12425
C 1.00030 -3.43915 -3.53275
C 0.46201 -2.38027 -2.82262
C 1.07166 -1.78332 -1.69271
H 5.00849 0.22112 -2.21565
H 3.73133 0.79146 -1.07658
H 3.29430 -0.29987 -2.40420
H 4.70966 -1.95383 -1.41416
H 4.92136 -0.17214 0.91334
H 6.24553 -0.46063 -0.24709
H 5.62465 -1.80412 0.75818
H 2.57733 -0.89331 0.21699
H 3.35521 -2.46485 0.55834
H 3.76221 -3.90874 -1.66521
H 2.64714 -4.84267 -3.65100
H 0.47860 -3.83603 -4.39557
H -0.49177 -1.99623 -3.17684
C -4.01806 -8.08271 -1.29768
C -2.78097 -7.62668 -0.52569
C -1.55831 -8.35706 -1.09469
C -2.96074 -8.02091 0.94470
C -2.55505 -6.11490 -0.63229
C -3.34090 -5.30095 -1.44906
C -3.12709 -3.92142 -1.56539
C -2.09797 -3.39792 -0.83246
O -1.68534 -2.08557 -0.74068
B -0.59467 -2.08545 0.21623
O -0.38258 -3.40137 0.62568
C -1.31536 -4.18073 -0.01916
C -1.50971 -5.53093 0.10328
H -4.15750 -9.15621 -1.15317
H -3.91839 -7.90475 -2.37039
H -4.92239 -7.57908 -0.94945
H -1.69773 -9.43928 -1.02678
H -0.64848 -8.09830 -0.54902
H -1.40301 -8.09606 -2.14390
H -3.15938 -9.09275 1.02325
H -3.79973 -7.48363 1.39259
H -2.07007 -7.80329 1.53707
H -4.14994 -5.73393 -2.01736
H -3.74002 -3.30050 -2.20513
H -0.86340 -6.11527 0.74663
O -3.34115 0.36606 -0.49331
B -2.23527 1.23164 -0.67331
O -2.67804 2.25623 -1.53867
C -3.98217 2.00204 -1.85912
C -4.82080 2.72704 -2.67448
C -6.11538 2.23025 -2.83639
C -6.52896 1.06218 -2.19668
C -5.66104 0.34381 -1.37066
C -4.38948 0.85063 -1.23397
H -4.48445 3.63005 -3.16530
H -6.81176 2.76492 -3.46906
H -7.54236 0.70939 -2.33636
H -5.96413 -0.56283 -0.86376

Forces on atoms 1 to 6 (eV/Å):
Zr 2.1 1.2 0.1
C 0.0 -0.1 -0.1
C 0.1 0.0 -0.2
C 0.0 0.0 -0.1
C 0.0 0.0 0.2
C 0.1 0.0 0.0

Summary:
Net charge ... 0
Total energy ... -2839.4935 Ha
Spin multiplicity ... 1
E_LUMO ... -0.044 eV
F_max ... 2.46 eV/Å
HOMO-LUMO gap ... 7.038 eV

***

# 2
The following is a quantum chemistry calculation of an isolated molecule of ClH3NPS at a distorted geometry, from the Open Molecules 2025 dataset.

Element x y z (Å)
N 0.79000 -0.67016 0.57566
P -0.54667 -1.24463 1.33705
S 0.11161 0.75765 -0.90933
Cl 0.39602 2.18452 -2.21743
H 1.42367 -1.28878 1.05828
H -1.25567 -0.87315 0.27853
H -0.91896 1.13455 -0.12276

Forces on atoms 1 to 6 (eV/Å):
N -2.0 -3.9 2.7
P 2.3 -0.1 0.3
S 0.9 -0.2 -0.2
Cl -0.7 2.3 -1.8
H 1.9 0.6 0.6
H -2.4 0.6 -1.3

Summary:
Net charge ... 0
Total energy ... -1256.1477 Ha
Spin multiplicity ... 1
E_LUMO ... -1.353 eV
F_max ... 5.10 eV/Å
HOMO-LUMO gap ... 6.718 eV